(1)
3 unconnected molecules or ions with the total composition C45H86N6O10S in a non-equilibrium geometry. Source: the Open Molecules 2025 dataset; level of theory: ωB97M-V/def2-TZVPD.

The spin multiplicity is 3. The calculation puts the orbital gap (spin up / spin down) at 7.702 / 8.074 eV. The total charge is 0. As for the LUMO energy (spin up / spin down): -0.484 / -0.484 eV.

CARTESIAN COORDINATES (ANGSTROEM)
C  -0.5772  -4.1345  -0.5657
C  -0.4895  -2.7776  0.1507
N  -0.1209  -2.9665  1.5555
C  0.0238  -1.7548  2.3528
O  -0.3399  -0.6251  1.6272
C  -1.3006  0.2398  2.2008
C  -1.4065  1.4180  1.2467
O  -0.2768  2.2383  1.3944
C  0.1626  2.8658  0.2006
C  -0.9126  3.7054  -0.4816
C  -2.6558  -0.4080  2.4078
O  -3.2958  -0.5908  1.1402
N  -4.3700  -1.5600  1.2171
O  -3.9630  -2.6425  1.3059
C  1.5245  -1.5698  2.8760
O  1.6809  -0.2088  3.0693
C  2.8751  0.3122  3.6979
C  2.4112  1.5355  4.4782
N  2.1007  2.6523  3.5873
C  3.9692  0.6213  2.6775
C  5.1423  -0.3779  2.7134
C  5.8207  -0.6064  1.3469
C  7.3176  -0.2431  1.2676
C  7.6482  0.7177  0.1222
C  7.2987  0.1780  -1.2707
C  7.6231  -1.3002  -1.4816
C  7.5796  -1.7180  -2.9554
C  8.4120  -2.9570  -3.2277
O  7.8791  -4.0544  -2.4980
C  8.8277  -4.7786  -1.7527
C  2.4804  -2.1842  1.8519
C  3.2131  -3.3444  2.0417
C  3.9713  -3.8275  0.9983
C  3.9776  -3.1539  -0.1930
C  3.2342  -1.9962  -0.2844
N  2.5004  -1.5162  0.7082
S  1.5581  -2.3820  4.5339
C  0.7722  -3.9662  4.3258
O  2.9112  -2.6293  4.9762
O  0.6979  -1.5785  5.3726
H  -1.5517  -4.2427  -1.0464
H  -0.4639  -4.9602  0.1392
H  0.1740  -4.2280  -1.3487
H  0.2634  -2.1560  -0.3279
H  -1.4503  -2.2643  0.0492
H  -0.8315  -3.5402  1.9941
H  -0.6016  -1.8625  3.2439
H  -0.9523  0.6109  3.1750
H  -1.4777  1.0013  0.2347
H  -2.3350  1.9731  1.4380
H  0.5518  2.1031  -0.4856
H  0.9941  3.5025  0.5069
H  -1.5569  4.1868  0.2561
H  -0.4551  4.4500  -1.1330
H  -1.5521  3.0836  -1.1145
H  -3.2587  0.2539  3.0412
H  -2.5680  -1.3653  2.9317
H  3.2903  -0.3839  4.4303
H  3.1976  1.8397  5.1716
H  1.5284  1.2259  5.0525
H  1.2854  2.4460  3.0221
H  1.9474  3.5029  4.1090
H  3.5377  0.6863  1.6785
H  4.3618  1.6153  2.9096
H  5.8732  -0.0134  3.4423
H  4.7942  -1.3366  3.1067
H  5.2650  -0.0444  0.5927
H  5.7340  -1.6730  1.1320
H  7.6484  0.2084  2.2066
H  7.8985  -1.1619  1.1468
H  8.7093  0.9799  0.1719
H  7.0704  1.6326  0.2943
H  6.2242  0.3152  -1.4372
H  7.8162  0.7736  -2.0281
H  6.8965  -1.9087  -0.9387
H  8.6172  -1.5242  -1.0749
H  6.5474  -1.9540  -3.2319
H  7.9437  -0.9077  -3.5938
H  8.4078  -3.2018  -4.2951
H  9.4480  -2.7735  -2.9155
H  8.2839  -5.4841  -1.1255
H  9.5118  -5.3409  -2.3998
H  9.4198  -4.1218  -1.1046
H  3.2159  -3.8821  2.9771
H  4.5546  -4.7313  1.1196
H  4.5662  -3.4973  -1.0334
H  3.2312  -1.4318  -1.2124
H  1.2537  -4.5980  5.0740
H  0.9519  -4.3677  3.3317
H  -0.2856  -3.8562  4.5506
C  -2.4969  -2.7214  -7.3399
C  -2.0647  -3.1967  -5.9329
C  -2.8836  -4.4124  -5.4847
C  -4.3234  -4.0835  -5.1010
C  -4.3623  -2.9680  -4.0603
C  -3.6024  -1.7142  -4.4988
N  -2.2146  -2.0987  -4.9230
O  -1.4371  -2.2532  -3.9152
C  -4.3671  -1.0018  -5.6229
C  -3.4965  -0.7316  -3.3389
C  -0.5933  -3.5862  -6.0089
H  -1.7529  -3.0142  -8.0796
H  -3.4504  -3.1473  -7.6525
H  -2.5768  -1.6383  -7.3913
H  -2.3866  -4.8665  -4.6215
H  -2.8608  -5.1532  -6.2877
H  -4.9057  -3.8070  -5.9844
H  -4.8002  -4.9779  -4.6958
H  -5.3944  -2.6880  -3.8362
H  -3.9257  -3.3362  -3.1263
H  -3.7862  -0.1653  -6.0134
H  -5.2974  -0.6041  -5.2167
H  -4.6315  -1.6521  -6.4521
H  -3.0532  -1.1876  -2.4567
H  -4.4978  -0.3842  -3.0805
H  -2.8918  0.1332  -3.6148
H  0.0265  -2.7243  -6.2592
H  -0.4774  -4.3376  -6.7910
H  -0.2343  -4.0063  -5.0730
C  -5.3537  3.6945  1.9713
C  -4.9021  5.0010  2.6687
C  -5.8614  5.3788  3.8024
C  -7.2061  5.9166  3.3200
C  -7.0072  7.0724  2.3422
C  -6.0984  6.7096  1.1651
N  -4.8182  6.1318  1.6899
O  -3.9946  7.0416  2.0630
C  -6.8219  5.7359  0.2241
C  -5.7679  7.9526  0.3501
C  -3.5139  4.7518  3.2415
H  -4.7125  2.8667  2.2741
H  -6.3786  3.4172  2.2189
H  -5.2748  3.7672  0.8893
H  -5.3814  6.1415  4.4234
H  -6.0046  4.5002  4.4361
H  -7.7980  5.1206  2.8596
H  -7.7841  6.2607  4.1796
H  -7.9684  7.4105  1.9479
H  -6.5698  7.9209  2.8771
H  -6.1497  5.3891  -0.5618
H  -7.6520  6.2593  -0.2506
H  -7.2368  4.8674  0.7280
H  -5.3399  8.7398  0.9650
H  -6.6858  8.3296  -0.1027
H  -5.0604  7.7192  -0.4464
H  -2.7993  4.5455  2.4426
H  -3.5553  3.8820  3.8993
H  -3.1441  5.5911  3.8247

Results of the Löwdin charge analysis, in e, for atoms 1 through 5: -0.066 -0.243 0.014 -0.305 -0.036

***

(2)
A gas-phase ion, C3H8NO2 (charge +1) in a non-equilibrium geometry. Source: the Open Molecules 2025 dataset; level of theory: ωB97M-V/def2-TZVPD.

The calculation puts the orbital gap at 12.074 eV. The total charge is +1. As for the energy above the lowest of the compared OMol25 structures with the same formula, charge and spin: 194.97 kJ/mol. As for the LUMO energy: -3.950 eV.

CARTESIAN COORDINATES (ANGSTROEM)
C  -1.7360  -0.5856  -1.0831
N  -0.4510  -1.0022  -0.4874
C  0.5098  -0.4565  0.2375
O  1.6895  -1.0280  0.4473
C  0.4895  0.9034  0.9091
O  1.6823  1.4175  1.4265
H  -2.3479  -1.4123  -1.4489
H  -2.3937  0.2454  -0.5432
H  -1.4003  0.0334  -1.9765
H  -0.2394  -1.9875  -0.7700
H  2.2918  -0.4219  0.8710
H  0.0207  1.6239  0.1175
H  -0.3022  0.8028  1.6137
H  2.1871  1.8677  0.6864

Results of the natural (NBO) charge analysis, in e, for atoms 1 through 5: -0.452 -0.510 0.687 -0.589 -0.168

***

(3)
A molecular structure, C31H30IrN3O7Si2. Source: the Open Molecules 2025 dataset; level of theory: ωB97M-V/def2-TZVPD.

The spin multiplicity is 2. The calculation puts the orbital gap (spin up / spin down) at 6.835 / 6.552 eV. The total charge is -1. As for the energy above the lowest of the compared OMol25 structures with the same formula, charge and spin: 0.00 kJ/mol. As for the LUMO energy (spin up / spin down): 1.582 / 1.227 eV.

CARTESIAN COORDINATES (ANGSTROEM)
Ir  0.1910  -0.3421  0.4462
O  -0.0035  1.2272  -3.8729
C  -0.5039  0.0763  -4.3420
C  -0.5666  -0.0449  -5.7342
C  -1.0988  -1.1724  -6.3260
C  -1.5941  -2.2136  -5.5464
C  -1.5320  -2.1034  -4.1703
C  -0.9834  -0.9808  -3.5522
C  -0.8791  -0.9450  -2.0774
O  0.1619  -0.3461  -1.5955
N  -1.8078  -1.5261  -1.3651
N  -1.4972  -1.4071  -0.0275
C  -2.3114  -1.8496  0.8579
C  -2.1326  -1.7539  2.2919
C  -3.1058  -2.4216  3.0617
C  -3.0980  -2.4247  4.4338
C  -2.0836  -1.7209  5.0947
C  -1.1223  -1.0504  4.3835
C  -1.0988  -1.0415  2.9682
O  -0.1362  -0.3548  2.4125
H  -0.0670  1.3221  -2.8990
H  -0.1930  0.7801  -6.3267
H  -1.1334  -1.2394  -7.4069
H  -2.0134  -3.0983  -6.0069
H  -1.8994  -2.8967  -3.5324
H  -3.2195  -2.3218  0.4883
H  -3.8874  -2.9538  2.5302
H  -3.8606  -2.9535  4.9893
H  -2.0544  -1.7020  6.1778
H  -0.3341  -0.5014  4.8826
C  2.6153  1.7012  1.5899
Si  2.4473  0.4303  0.2070
C  2.7709  1.2451  -1.4434
C  3.6922  -0.9543  0.4672
C  5.0767  -0.7650  0.4987
C  5.9344  -1.8369  0.6865
C  5.4142  -3.1184  0.8390
C  4.0428  -3.3157  0.8038
C  3.1655  -2.2426  0.6210
Si  1.2806  -2.4304  0.5335
C  0.9441  -3.4878  -0.9935
C  0.8108  -3.4922  2.0217
H  3.6346  2.1008  1.6089
H  2.3968  1.2464  2.5570
H  1.9157  2.5241  1.4340
H  3.7925  1.6376  -1.4722
H  2.0687  2.0637  -1.6099
H  2.6494  0.5313  -2.2590
H  5.4929  0.2308  0.3761
H  7.0065  -1.6801  0.7133
H  6.0822  -3.9596  0.9842
H  3.6517  -4.3220  0.9213
H  1.5189  -4.4169  -0.9318
H  1.2447  -2.9665  -1.9053
H  -0.1137  -3.7451  -1.0854
H  1.4151  -4.4047  2.0112
H  -0.2403  -3.7867  2.0105
H  1.0043  -2.9700  2.9606
O  -0.4470  2.4994  -1.4810
C  -0.8748  2.5328  -0.3248
O  -0.7423  1.6601  0.5890
C  -1.6599  3.7657  0.1039
C  -1.8910  4.7813  -0.8171
C  -2.6020  5.9112  -0.4521
C  -3.0721  6.0017  0.8475
C  -2.8564  5.0063  1.7853
C  -2.1438  3.8825  1.4024
N  -3.8276  7.1997  1.2459
O  -4.0088  8.0643  0.4100
O  -4.2338  7.2642  2.3901
H  -1.5021  4.6606  -1.8189
H  -2.7960  6.7131  -1.1483
H  -3.2426  5.1218  2.7869
H  -1.9502  3.0786  2.0990

Results of the Löwdin charge analysis, in e, for atoms 1 through 5: 1.230 0.066 -0.258 -0.020 -0.101